# 1
{"formula": "C17H25I2OP2Sn", "method": "ωB97M-V with the def2-TZVPD basis set", "homo_energy_ev": [-17.03, -17.08], "charge": 3, "e_lumo_ha": [-0.536, -0.535], "elements": ["Sn", "H", "H", "H", "H", "H", "C", "C", "P", "H", "H", "H", "C", "C", "C", "H", "C", "C", "C", "I", "H", "H", "H", "C", "C", "C", "H", "H", "H", "H", "C", "H", "H", "H", "H", "H", "C", "O", "C", "H", "H", "H", "C", "C", "C", "H", "P", "I"], "xyz": [[0.4837, -0.0244, 0.3260], [2.7396, 2.1120, 4.8958], [-0.0396, -0.2424, 5.0414], [1.6600, -2.4944, -2.8030], [-0.1336, -1.8208, 4.1744], [-1.1639, -2.2122, -2.6620], [0.5895, 1.1799, -3.1523], [0.2000, -0.7760, 4.1080], [0.4406, -0.4407, -2.3353], [-2.6415, -0.7239, 4.0407], [-1.8417, -0.6476, -3.1547], [-2.3603, -1.7155, 2.5586], [2.5396, 1.0813, 0.3081], [-2.3734, -0.7009, 2.9717], [1.8796, -1.4234, -2.9641], [4.8859, 3.3886, 4.5915], [3.1681, 1.5988, 1.4948], [4.9774, 2.9668, 2.4870], [4.4556, 1.8887, -1.0148], [-2.4880, 0.0108, -0.3862], [5.9320, 3.0789, 0.0509], [-3.1079, -0.1128, 2.4081], [-1.8261, 2.1630, 2.8520], [2.6474, 1.5204, 2.8078], [5.0183, 2.4875, 0.1044], [-0.8915, 1.7546, 3.2595], [2.8255, 0.6573, -1.7539], [-0.0467, 2.3683, 2.9151], [4.9175, 1.9920, -1.9926], [-0.6292, -1.4875, -4.2248], [4.3993, 2.3418, 1.3629], [1.2765, 1.8314, -2.6017], [1.9932, -1.2128, -4.0492], [-0.9238, 1.7803, 4.3595], [1.7400, 0.9329, 2.9411], [2.8082, -1.1945, -2.4146], [-0.8497, 2.2153, -0.1760], [-1.5550, 3.0920, -0.4305], [-0.9402, -1.2744, -3.1855], [0.9444, 1.0397, -4.1810], [-0.3922, 1.6601, -3.1754], [5.9325, 3.4638, 2.3193], [3.2330, 1.1728, -0.8783], [3.2021, 2.1725, 3.9053], [4.3904, 2.9159, 3.7492], [1.2840, -0.7782, 3.9480], [-0.7126, 0.0108, 2.7372], [1.6565, -2.5196, 0.8527]]}

***

# 2
{"formula": "H26O13", "method": "ωB97M-V with the def2-TZVPD basis set", "homo_energy_ev": [0.11, -7.60], "charge": -1, "s2": 0.75, "multiplicity": 2, "e_lumo_ha": [0.096, 0.093], "elements": ["O", "H", "H", "H", "O", "H", "H", "H", "H", "H", "H", "H", "H", "O", "H", "O", "H", "O", "O", "H", "O", "O", "H", "H", "H", "H", "O", "O", "H", "O", "H", "H", "H", "H", "H", "O", "O", "H", "H"], "xyz": [[-3.7194, -0.4743, -0.4908], [-2.7810, 1.1174, -0.2168], [-0.6975, 3.0174, 0.4002], [2.5659, 1.1860, -0.4854], [-1.5481, -0.9845, -1.9352], [-0.6432, 0.3607, 0.2041], [-4.2713, -1.2376, -0.3206], [-1.2672, -1.8878, 2.8711], [-1.7805, 1.0651, -2.2145], [2.8167, -0.1497, -1.1525], [-0.8097, 0.7385, 2.4718], [-0.3078, -1.3210, 1.8464], [-0.6389, 1.4793, -3.1184], [-2.3132, 1.9397, -0.0706], [-2.9966, 2.5649, 0.1710], [0.7573, -2.3867, -1.0796], [2.9727, -0.0698, 1.6667], [1.3421, 1.0414, -3.0040], [3.2514, -2.1848, 1.4615], [2.1786, 0.8215, -3.4141], [2.1767, 0.3218, -0.6193], [-0.6421, -2.1476, 2.1944], [-1.8966, 0.7564, 3.5255], [2.3174, -2.3622, 1.3501], [3.6429, -0.0533, 3.0240], [0.3551, 3.5573, -0.5444], [-0.9663, 0.9393, 3.3945], [-0.0106, -0.0418, 0.7991], [-0.6168, -1.1963, -1.9995], [0.1967, 3.3581, 0.3783], [-1.9549, -1.4708, -2.6523], [0.8225, 0.0034, 0.3298], [3.5056, -2.7062, 2.2229], [-2.9953, -0.8141, -1.0166], [1.4327, 0.7428, -2.0990], [-1.5359, 1.7108, -2.8773], [2.9848, 0.4024, 2.4992], [0.7225, -3.3211, -1.2841], [0.3515, -2.3148, -0.2157]]}

***

# 3
{"formula": "C28H42F4N4PPtSe", "method": "ωB97M-V with the def2-TZVPD basis set", "homo_energy_ev": -9.86, "charge": 1, "e_lumo_ha": -0.104, "elements": ["H", "H", "N", "C", "C", "C", "H", "H", "C", "H", "H", "H", "H", "C", "Pt", "H", "H", "C", "H", "C", "C", "H", "H", "H", "H", "H", "C", "H", "C", "C", "F", "H", "N", "C", "H", "N", "C", "C", "C", "C", "H", "H", "N", "C", "H", "Se", "H", "C", "H", "H", "H", "H", "H", "C", "H", "C", "H", "H", "H", "H", "C", "H", "P", "C", "C", "F", "H", "C", "H", "F", "H", "H", "H", "H", "C", "C", "H", "H", "C", "C", "F"], "xyz": [[-2.6133, 3.4679, 0.5589], [-6.3674, -1.1339, 1.2944], [-2.2064, 2.6278, -1.2792], [-5.3152, -1.2269, 1.0262], [0.3162, 1.9733, 2.9219], [-1.0449, 4.6510, -0.2931], [4.0821, -3.9645, -1.3610], [3.3046, -1.1141, -2.3885], [1.3722, 4.2667, -0.1936], [2.1559, -5.1789, -1.1047], [-5.1295, -0.5524, 0.1842], [5.0812, 5.6597, -0.2248], [4.1806, -1.2134, -0.0199], [-0.5800, -3.8513, 0.4454], [-0.4294, 1.7660, -0.2354], [-3.6464, -2.3581, -1.0419], [-4.7345, -0.8646, 1.8781], [2.6885, -1.4183, -1.5375], [-4.3065, 2.3873, -1.3876], [-2.4659, -2.2067, 0.7441], [0.5284, -3.9337, -0.3950], [2.1945, -0.5089, -1.1861], [5.2987, -3.3651, -0.2531], [1.5366, -7.0276, 0.4000], [-4.9637, -3.2935, 1.5532], [-3.1472, 4.4796, -0.7891], [3.6046, -2.0219, -0.4718], [-0.7310, 1.7869, 3.1618], [-2.3337, 3.8416, -0.4259], [0.6226, -0.6801, 1.9647], [0.8233, 6.2813, 0.9888], [-0.4011, -6.8640, 1.8919], [0.1064, 3.7437, -0.2661], [-2.0277, 2.9737, -2.6956], [-1.1626, 5.2790, 0.5847], [-1.1758, -2.6221, 0.1938], [4.0679, 5.2807, -0.2229], [1.3112, -5.0835, -0.4391], [-0.1555, -6.0244, 1.2552], [-0.4515, -1.9565, -0.7121], [0.9560, -1.3511, 1.1787], [-1.1407, 3.5938, -2.8100], [0.5846, -2.7303, -1.0974], [-0.9496, -4.8960, 1.2862], [5.1465, -2.6556, -1.8581], [-0.9055, -0.2992, -1.4998], [-2.4986, -1.1165, 0.7464], [-4.9644, -2.6662, 0.6573], [3.0592, 0.9157, 2.3357], [-0.4175, -0.8954, 2.2144], [2.0561, -3.2870, -2.4410], [0.9396, 1.6828, 3.7708], [2.8331, 2.3167, 1.2700], [1.6174, -2.3579, -2.0809], [3.0144, -2.4528, 0.3408], [-3.4203, 1.8160, -1.0910], [1.0899, -1.9061, -2.9167], [-2.4915, -2.5490, 1.7805], [-5.7429, -3.0751, 0.0121], [0.4414, 3.0392, 2.7278], [2.4509, 3.5811, -0.7802], [-0.9314, 5.3201, -1.1533], [0.8053, 1.0467, 1.4380], [0.9520, -6.1171, 0.4032], [1.7289, 5.5113, 0.3608], [3.2606, 7.1785, 0.8997], [-3.3576, 0.9120, -1.6920], [2.6062, 1.2603, 1.4055], [-3.4031, -3.8771, -0.1997], [2.2384, 2.4229, -1.4232], [-1.9010, 2.0613, -3.2764], [-2.8987, 3.5167, -3.0762], [-1.8210, -4.8391, 1.9267], [1.2357, -0.8471, 2.8523], [3.0251, 5.9927, 0.3327], [4.5810, -3.0598, -1.0150], [-3.5077, 1.5372, -0.0435], [3.0304, 0.7147, 0.5654], [3.7413, 4.0617, -0.7746], [-3.6189, -2.8155, -0.0500], [4.6901, 3.3107, -1.3493]]}

***

# 4
{"formula": "C5H7NO2", "method": "ωB97M-V with the def2-TZVPD basis set", "homo_energy_ev": -9.21, "e_lumo_ha": 0.009, "elements": ["C", "N", "C", "C", "C", "C", "H", "H", "H", "H", "H", "H", "O", "H", "O"], "xyz": [[1.5976, -0.7278, 1.2005], [0.9077, -1.4431, 0.2149], [1.4741, 0.6653, 1.0566], [-1.1189, 1.2420, 0.1920], [0.1860, -0.7819, -0.5070], [0.4313, 0.6610, -0.1609], [2.2393, -1.2240, 1.7743], [1.8164, 1.5926, 1.5127], [0.3799, -2.3321, 0.6979], [-0.9839, 2.2599, 0.5833], [-1.2844, 0.3298, -1.5455], [1.0372, 1.4033, -0.7410], [-1.9079, 1.3221, -0.9624], [-1.4939, 0.4580, 1.0405], [-1.0278, -1.1642, -0.9768]]}

***

# 5
{"formula": "C3H7N3", "method": "ωB97M-V with the def2-TZVPD basis set", "homo_energy_ev": -8.67, "smiles": "CN1CCN=N1", "e_lumo_ha": 0.036, "elements": ["H", "N", "C", "H", "N", "H", "C", "H", "N", "H", "H", "H", "C"], "xyz": [[-2.2556, 1.3911, 0.5412], [0.2796, -0.4793, -0.1739], [-1.5556, 0.8073, -0.1233], [0.5141, 1.5928, -0.4788], [-1.8843, -0.5522, 0.1143], [0.1688, 1.2349, 1.2107], [-0.0667, 0.9338, 0.1412], [-1.8459, 1.1144, -1.1292], [-0.8651, -1.2579, -0.0106], [1.3164, -2.0493, 0.3526], [2.1900, -1.1269, -1.0662], [2.4018, -0.5449, 0.6241], [1.6026, -1.0638, -0.0021]]}

***

Short version: energy above the lowest of the compared OMol25 structures with the same formula, charge and spin = 24.0, 18.4, 11.2, 118.1, 54.0 kcal/mol, in the order given.